1.
Entry from the Open Molecules 2025 dataset: a single C4H5NO molecule (the ωB97M-V functional and the def2-TZVPD basis).

The geometry in XYZ format:
```
11
Properties=species:S:1:pos:R:3
C -1.47288 -1.66617 -0.95266
H -2.55967 -1.68693 -0.91888
H 0.68475 0.99272 -1.71464
H 1.26259 0.27487 1.87605
C 0.49406 -0.39672 1.43879
N -0.79311 -0.79964 -0.46959
C 0.08387 -0.02654 0.08274
C 0.62047 1.17820 -0.63832
H 1.62662 1.41196 -0.27526
O 0.05719 -1.34826 2.05581
H -0.00387 2.06651 -0.48403
```

Calculated values
frontier orbital gap: 8.361 eV
E_HOMO: -8.37 eV
2S+1: 1



2.
Entry from the Open Molecules 2025 dataset: a single C4H5NO molecule at a distorted geometry (the ωB97M-V functional and the def2-TZVPD basis).

The geometry in XYZ format:
```
11
Properties=species:S:1:pos:R:3
O 0.72840 -0.72112 2.25850
H -0.62026 -0.52576 -1.78565
C -1.22675 -0.29660 -0.92118
H -1.52706 0.50316 1.00082
C 0.53256 -0.40823 1.12366
C 1.32125 0.28309 -0.02917
N 0.10542 1.10978 -0.24770
C -0.73025 0.09729 0.38445
H -2.32040 -0.37551 -1.08320
H 2.27476 0.82607 0.09719
H 1.46234 -0.49217 -0.79771
```

Calculated values
frontier orbital gap (spin up / spin down): 8.625 / 9.147 eV
E_HOMO (spin up / spin down): -9.06 / -9.55 eV
2S+1: 1



3.
Entry from the Open Molecules 2025 dataset: a single C4H5NO2 molecule at a distorted geometry (the ωB97M-V functional and the def2-TZVPD basis).

The geometry in XYZ format:
```
12
Properties=species:S:1:pos:R:3
C 1.06904 1.46693 -0.15717
C 1.44789 0.19778 0.19373
N -0.51001 -0.16240 -0.09143
C -0.36607 1.41389 -0.11800
H 0.06158 -2.12447 -0.21276
C -0.84202 -1.55231 0.00611
H 1.65963 2.15400 -0.73417
H -1.21135 -1.83561 0.99333
H -1.60016 -1.77457 -0.74528
O 2.25566 -0.53948 0.63345
H -1.02627 2.01438 -0.73606
O -0.93793 0.74183 0.96826
```

Calculated values
frontier orbital gap: 9.022 eV
E_HOMO: -8.41 eV
structure (SMILES): CN1O[C@H]1C=C=O
2S+1: 1



4.
Entry from the Open Molecules 2025 dataset: a single C4H5NO2 molecule at a distorted geometry (the ωB97M-V functional and the def2-TZVPD basis).

The geometry in XYZ format:
```
12
Properties=species:S:1:pos:R:3
H 0.80116 -1.13353 2.50655
N 0.97053 0.64944 1.78016
O 0.36856 1.47581 0.66875
H 0.22601 0.53622 -2.02557
C -0.58255 0.11718 -1.46909
C -0.37935 0.57093 0.02457
C 0.24635 -0.66792 -0.01300
H -1.34208 0.45914 0.53246
H -1.53237 0.52623 -2.04790
C 0.60621 -0.65418 1.58427
O -0.57610 -1.14787 -1.09964
H 1.19362 -0.73145 -0.44156
```

Calculated values
frontier orbital gap: 10.694 eV
E_HOMO: -10.09 eV
2S+1: 1



Going through the records in order, we get total energy values of -285.317922, -285.241268, -360.440450, -360.406353 a.u..